This record from the Open Molecules 2025 dataset describes a molecular structure, C33H37InN6O3. The level of theory is wB97M-V/def2-TZVPD.

Results
- relative energy (zero: lowest compared OMol25 entry of this formula, charge and spin) (kJ/mol) = 141.58
- highest occupied orbital energy (spin up / spin down) (eV) = -7.409 / -5.681
- F_max (eV/Å) = 3.4
- 2S+1 = 1
- lowest unoccupied orbital energy (spin up / spin down) (eV) = -0.22 / -1.15
- HOMO-LUMO gap (spin up / spin down) (eV) = 7.19 / 4.53

Last column: Mulliken charge in e.
Element x y z (Å)
1 In 13.134550 11.499047 10.368124  1.382
2 O 11.775906 13.655548 14.928928  -0.726
3 C 10.626191 13.759124 14.347064  0.391
4 C 9.614834 14.560873 14.827291  -0.670
5 C 8.405344 14.648535 14.175201  -0.249
6 C 8.051628 13.892872 13.070890  -0.657
7 C 9.050370 13.049274 12.532927  -0.648
8 C 10.337518 13.008429 13.124472  0.266
9 C 11.473978 12.528719 12.359956  0.536
10 O 11.270940 11.877236 11.253424  -0.764
11 N 12.665804 12.812866 12.909054  -0.614
12 N 13.771935 12.619708 12.113542  0.140
13 C 14.997019 13.143112 12.198036  -0.733
14 C 15.872246 12.958377 11.060827  0.746
15 C 17.220110 13.225959 11.047114  -0.910
16 C 17.929047 13.002991 9.891563  -0.230
17 C 17.309910 12.567858 8.712584  -1.002
18 C 15.932012 12.552602 8.690350  0.027
19 N 15.223798 12.681761 9.826024  -0.143
20 H 12.459270 13.368497 14.149549  0.568
21 H 9.689211 15.185067 15.732731  0.355
22 H 7.696771 15.404913 14.533230  0.316
23 H 6.982665 13.867685 12.690102  0.288
24 H 8.881780 12.441912 11.674450  0.653
25 H 15.356999 13.463903 13.186993  0.371
26 H 17.677963 13.551143 11.997221  0.374
27 H 18.983679 13.329125 9.936680  0.340
28 H 17.849559 12.290244 7.771051  0.358
29 H 15.373029 12.441536 7.749853  0.496
30 C 12.269684 15.083119 8.819338  -1.239
31 C 11.616282 13.803406 8.382981  0.667
32 O 12.095912 12.676988 8.773327  -0.640
33 N 10.544670 13.784126 7.569480  -0.047
34 C 10.273107 12.585244 6.732348  -0.101
35 C 9.033241 11.826186 7.162813  0.573
36 C 8.188814 12.230888 8.210857  -0.455
37 C 7.118660 11.412641 8.532099  -0.391
38 C 6.983131 10.181099 7.797611  -0.476
39 C 7.824922 9.927480 6.772476  -0.284
40 N 8.886134 10.685899 6.478111  -0.507
41 H 11.890356 15.940513 8.290736  0.419
42 H 13.305991 15.126267 8.668232  0.251
43 H 12.184154 15.257267 9.894797  0.275
44 H 10.140528 14.703852 7.331305  0.236
45 H 11.107894 11.908985 6.860609  -0.220
46 H 10.174159 12.845023 5.629127  0.392
47 H 8.465897 13.138824 8.784331  0.303
48 H 6.426366 11.671981 9.332788  0.430
49 H 6.196286 9.461979 7.977919  0.399
50 H 7.745909 9.053807 6.123885  0.401
51 C 12.601639 6.738402 12.697631  -2.086
52 C 12.986147 7.897067 11.791361  1.383
53 C 14.133531 8.572352 12.460556  -1.315
54 C 13.438903 7.513388 10.392720  0.414
55 C 13.868318 6.219382 10.214389  -0.303
56 C 14.339912 5.772146 8.980750  -1.527
57 C 14.400141 6.695299 7.925573  -0.100
58 C 14.064112 8.002879 8.020680  0.293
59 C 14.340951 9.030828 6.955613  1.884
60 C 13.040425 9.134858 6.090039  -1.392
61 C 15.580567 8.616567 6.092322  -1.688
62 C 13.444014 8.505883 9.268545  -0.925
63 N 12.833825 9.685168 9.345529  -0.033
64 H 12.186430 7.068835 13.665452  0.377
65 H 13.529220 6.254166 12.979488  0.481
66 H 11.922902 6.002722 12.287901  0.440
67 H 12.056860 8.536230 11.639899  0.157
68 H 14.916534 7.885519 12.703143  0.472
69 H 13.849904 9.076492 13.398754  0.329
70 H 14.627746 9.324982 11.801425  0.130
71 H 13.786003 5.547934 11.015753  0.486
72 H 14.673264 4.760111 8.815083  0.390
73 H 14.689889 6.310295 6.955732  0.286
74 H 14.524446 9.959620 7.520920  -0.555
75 H 12.956610 8.140408 5.581715  0.330
76 H 13.072127 9.855038 5.226302  0.344
77 H 12.101289 9.342926 6.626180  0.330
78 H 15.440619 7.720511 5.488339  0.355
79 H 16.407235 8.338457 6.776283  0.424
80 H 15.859605 9.427717 5.388801  0.372

Cartesian forces (eV/Å) of the 6 atoms listed first:
0.3 -0.4 -1.0
1.2 0.7 0.9
-1.1 -1.2 -1.7
-0.8 1.0 0.9
-1.0 0.7 0.0
-0.3 -1.3 -0.8


This record from the Open Molecules 2025 dataset describes 3 unconnected molecules or ions with the total composition C4H14N2O. The level of theory is wB97M-V/def2-TZVPD.

Results
- relative energy (zero: lowest compared OMol25 entry of this formula, charge and spin) (kJ/mol) = 241.82
- highest occupied orbital energy (eV) = -9.094
- F_max (eV/Å) = 3.7
- 2S+1 = 1
- lowest unoccupied orbital energy (eV) = 0.78
- HOMO-LUMO gap (eV) = 9.87
- structure (SMILES) = CC(C)N.C=N.O

Last column: Mulliken charge in e.
Element x y z (Å)
1 C -0.064715 1.830821 0.574872  -1.344
2 C -0.601747 0.467143 1.000980  0.573
3 C -1.518553 0.581339 2.221933  -1.494
4 N -1.257815 -0.163704 -0.156341  -0.632
5 H 0.568694 1.732650 -0.304764  0.363
6 H -0.888976 2.501628 0.325964  0.342
7 H 0.507484 2.283828 1.383090  0.377
8 H 0.246177 -0.178444 1.257242  0.166
9 H -0.979370 0.999380 3.071826  0.384
10 H -1.903344 -0.397097 2.514443  0.383
11 H -2.367008 1.231690 2.001769  0.335
12 H -2.043357 0.405726 -0.459867  0.249
13 H -1.631533 -1.073373 0.096004  0.234
14 C 2.271044 -1.292390 -1.510464  0.060
15 N 1.818796 -2.451926 -1.930088  -0.754
16 H 2.252997 -0.954997 -0.471484  0.172
17 H 2.956319 -0.764931 -2.166763  0.228
18 H 1.389841 -2.994629 -1.179110  0.207
19 O 0.639632 -0.267313 -2.247682  -0.731
20 H -0.012519 -0.171664 -1.513622  0.459
21 H 0.617954 -1.323738 -2.507940  0.423

Cartesian forces (eV/Å) of the 6 atoms listed first:
-0.1 -0.2 0.1
-0.1 0.1 0.1
0.2 -0.1 -0.1
-0.1 0.1 0.2
0.1 0.0 0.0
0.0 0.0 0.0


This record from the Open Molecules 2025 dataset describes a molecular structure, C21H51Cl2F3N2O18P3V. The level of theory is wB97M-V/def2-TZVPD.

Results
- <S²> = 0.756
- highest occupied orbital energy (spin up / spin down) (eV) = -2.895 / -4.211
- F_max (eV/Å) = 6.1
- 2S+1 = 2
- lowest unoccupied orbital energy (spin up / spin down) (eV) = 2.17 / 2.17
- HOMO-LUMO gap (spin up / spin down) (eV) = 5.07 / 6.38
- charge = -1

Last column: Mulliken spin population.
Element x y z (Å)
1 O 7.643154 18.246540 1.216035  0.020
2 V 8.583903 17.956410 -0.195560  0.973
3 O 9.532057 19.246655 -0.287920  -0.032
4 C 11.336955 15.969548 1.465464  -0.004
5 O 10.717928 15.514615 2.602830  -0.001
6 O 10.304206 16.485247 0.586549  -0.033
7 C 12.560229 16.918710 1.721906  0.004
8 F 13.490154 16.277690 2.399444  0.000
9 F 13.174303 17.454442 0.649874  0.000
10 F 12.227058 17.996320 2.552673  -0.001
11 C 10.341426 14.144020 2.669953  -0.001
12 C 9.748514 13.839291 4.024995  0.000
13 H 9.377089 12.815003 4.056079  0.000
14 H 10.494459 13.981191 4.806996  0.000
15 H 8.909067 14.527592 4.123350  0.000
16 H 11.246834 13.537900 2.638757  0.000
17 H 9.711725 13.807493 1.846345  0.000
18 H 11.754400 15.104931 0.949437  0.000
19 C 6.444994 16.726984 7.511344  0.000
20 C 6.045714 17.243238 6.131147  0.000
21 O 5.060792 18.032709 5.957390  0.000
22 N 6.787149 16.784556 5.137201  0.000
23 C 6.587643 17.217752 3.798193  0.003
24 H 7.365081 16.146012 7.447999  0.000
25 H 5.713611 15.951064 7.737469  0.000
26 H 6.641915 17.470508 8.283675  0.000
27 H 7.630295 16.309894 5.426842  0.000
28 H 6.912463 18.255249 3.719397  0.001
29 H 5.505146 17.310607 3.710566  0.001
30 H 7.023212 16.716048 2.934090  0.000
31 C 6.581518 19.838959 -3.719357  -0.003
32 C 6.553240 20.000138 -2.138247  0.017
33 O 6.991842 19.042946 -1.431361  -0.001
34 N 6.101554 21.214743 -1.701736  0.000
35 C 5.963627 21.277702 -0.313600  -0.001
36 H 5.767854 19.195375 -4.053802  0.000
37 H 7.573931 19.507501 -4.024898  0.000
38 H 6.298463 20.766032 -4.217872  0.000
39 H 5.846505 22.024043 -2.249544  0.001
40 H 6.798969 20.907783 0.280918  0.004
41 H 5.239474 20.496076 -0.083877  0.001
42 H 5.659946 22.160409 0.249168  0.000
43 C 5.303231 13.772221 -1.641929  0.000
44 O 6.658671 13.563343 -1.564132  0.000
45 P 7.666910 14.489907 -0.730713  0.005
46 O 7.239594 15.959028 -0.594120  0.022
47 O 7.742697 13.630027 0.653995  0.001
48 C 6.570861 13.555588 1.407999  0.000
49 O 9.098538 14.262370 -1.552283  0.005
50 C 9.743349 13.065470 -1.517972  0.000
51 H 5.060227 14.046620 -2.668462  0.000
52 H 4.856786 14.556419 -1.030527  0.000
53 H 4.648533 12.913731 -1.492065  0.000
54 H 5.706125 14.064833 0.982539  0.000
55 H 6.869167 13.804442 2.426422  0.000
56 H 6.199798 12.530946 1.430854  0.000
57 H 9.210522 12.422501 -0.817411  0.000
58 H 10.636468 13.292576 -0.935858  0.000
59 H 9.732436 12.726233 -2.553786  0.000
60 C 13.452929 23.934938 1.776737  0.000
61 O 12.436161 22.976395 1.945991  0.000
62 P 10.875951 23.299881 2.442941  0.000
63 O 10.743887 23.653968 3.873307  0.000
64 O 10.445378 24.397182 1.382385  0.000
65 C 9.109767 24.474235 0.866346  0.000
66 O 10.009403 21.939446 1.984551  0.001
67 C 10.307672 20.600507 2.582166  -0.003
68 H 14.348467 24.045011 2.388277  0.000
69 H 13.070456 24.940527 1.951708  0.000
70 H 13.999968 23.705657 0.862261  0.000
71 H 9.195290 24.314125 -0.208428  0.000
72 H 8.757759 25.504172 0.924807  0.000
73 H 8.399197 23.784901 1.322416  0.000
74 H 10.510845 19.863430 1.805301  0.002
75 H 9.384356 20.296080 3.075027  0.001
76 H 11.065860 20.667279 3.362431  0.000
77 C 12.220599 16.253143 -2.298666  -0.003
78 O 11.393106 15.896634 -3.381043  0.001
79 P 10.065748 16.903732 -3.573915  0.002
80 O 9.360823 17.332920 -2.351852  0.004
81 O 10.446871 18.150159 -4.592876  0.000
82 C 11.091011 19.339553 -4.060904  0.000
83 O 9.225968 15.987385 -4.624988  0.000
84 C 7.797008 15.757906 -4.406049  -0.001
85 H 12.004441 15.475643 -1.565954  0.000
86 H 11.879327 17.106913 -1.713239  0.003
87 H 13.297606 16.209188 -2.460581  0.000
88 H 12.028426 19.605099 -4.549616  0.000
89 H 11.194894 19.369022 -2.976265  0.001
90 H 10.351692 20.140271 -4.042072  0.000
91 H 7.354809 15.426844 -5.345703  0.000
92 H 7.371028 16.637021 -3.922503  0.001
93 H 7.604144 14.883370 -3.784694  0.000
94 Cl 11.990901 22.147460 -2.867092  0.000
95 C 11.964646 21.401541 -1.240893  -0.001
96 C 13.328897 20.810693 -0.865564  0.001
97 Cl 13.716659 19.561757 -2.058263  0.000
98 H 11.142911 20.691929 -1.144404  0.010
99 H 11.790486 22.089467 -0.413532  0.000
100 H 13.167367 20.255650 0.058516  -0.001
101 H 14.118705 21.561442 -0.891612  0.000

Cartesian forces (eV/Å) of the 6 atoms listed first:
0.8 -1.2 -1.9
-0.9 0.3 4.0
1.4 1.1 -1.1
-3.5 1.2 -4.2
0.1 -0.2 2.4
2.2 -0.4 0.9


This record from the Open Molecules 2025 dataset describes a single C4H6O molecule. The level of theory is wB97M-V/def2-TZVPD.

Results
- relative energy (zero: lowest compared OMol25 entry of this formula, charge and spin) (kJ/mol) = 83.70
- highest occupied orbital energy (eV) = -9.860
- F_max (eV/Å) = 2.3
- 2S+1 = 1
- lowest unoccupied orbital energy (eV) = 1.03
- HOMO-LUMO gap (eV) = 10.89
- structure (SMILES) = O=CC1CC1

Last column: Mulliken charge in e.
Element x y z (Å)
1 O -0.222182 0.808162 -2.019106  -0.484
2 C -0.525879 0.452465 -0.902770  -0.038
3 C 0.485360 0.083994 0.142405  -0.079
4 C 0.315231 -1.269757 0.955782  -0.390
5 C -0.004892 0.026139 1.598090  -0.568
6 H -1.525257 0.130766 -0.470651  0.179
7 H 1.436432 0.561953 0.097804  0.423
8 H 1.258842 -1.847698 1.065426  0.265
9 H -0.649435 -1.795015 0.644190  0.201
10 H -1.028370 0.297458 1.730204  0.233
11 H 0.666323 0.430194 2.324832  0.259

Cartesian forces (eV/Å) of the 6 atoms listed first:
-1.1 0.2 1.0
1.4 -1.7 0.5
-0.9 0.0 1.4
-1.1 0.4 -1.8
0.7 0.0 -0.6
-0.1 0.7 -1.1